The following is a DFT calculation (ωB97M-V with the def2-TZVPD basis set) of a cluster of 3 separate species, C3H11NO4 in total at a distorted geometry.

XYZ file:
```
19
C3H11NO4 | the Open Molecules 2025 dataset | ωB97M-V with the def2-TZVPD basis set
C -0.8528 -0.6589 2.3467
C -1.0890 0.8016 1.9443
N -1.4029 0.9956 0.5282
C -0.4192 0.7090 -0.3682
O 0.7518 0.5597 -0.0504
O -0.8658 0.7080 -1.6167
H -0.9018 -1.3250 1.4908
H 0.1001 -0.6984 2.8737
H -1.5876 -1.0265 3.0679
H -1.9103 1.2551 2.5011
H -0.2288 1.4241 2.1730
H -2.3509 0.8223 0.2487
H -0.2964 0.1819 -2.2280
O 2.5792 -1.0926 -1.4306
H 2.1552 -1.9251 -1.2293
H 2.2361 -0.4783 -0.7678
O 0.9538 -0.1852 -3.2458
H 1.6047 -0.4677 -2.5147
H 1.5247 0.4004 -3.7230
```

LUMO (eV): 0.7
Energy above the lowest of the compared OMol25 structures with the same formula, charge and spin (kJ/mol): 33.5
Gap between HOMO and LUMO (eV): 10.70
E_HOMO (eV): -10.01
Total charge: 0
Multiplicity: 1
E (eV): -12970.71215
SMILES: CCNC(=O)O.O.O

Mulliken population analysis, charges in e, atoms 1 to 2: atom 1 (C): -0.976, atom 2 (C): -0.418